(1)
Computed, not measured: C46H39BrILaN6O2S as an isolated structure, with wB97M-V/def2-TZVPD.

Values from the calculation:
DFT total energy	-5556.95814	a.u.
total charge	-2
frontier orbital gap (spin up / spin down)	0.109 / 0.109	hartree

Each line ends with the Mulliken charge.
Positions of all 97 atoms, in Å:
La -0.12420 -0.75963 -1.08240  1.70
O 0.63143 -2.30589 0.54259  0.01
C 1.31859 -3.33165 0.87802  0.07
C 1.82779 -3.45940 2.20260  -0.22
C 2.54629 -4.55838 2.60144  -0.66
C 2.81129 -5.61452 1.71086  -0.83
C 2.34077 -5.50796 0.41931  -0.71
C 1.61563 -4.39144 -0.02494  0.71
C 1.24396 -4.35282 -1.42930  -0.89
N 0.66443 -3.42092 -2.07499  0.51
C 0.50778 -3.70422 -3.50928  -0.88
C -0.22975 -2.60025 -4.24167  -1.17
N 0.29524 -1.30687 -3.84010  0.63
C 0.95226 -0.65403 -4.71301  -0.77
C 1.60947 0.63162 -4.53544  0.42
C 2.42940 1.09350 -5.57005  -0.52
C 3.10553 2.29771 -5.50162  -0.92
C 2.96207 3.06418 -4.33719  -0.58
C 2.15297 2.64488 -3.30374  -0.05
C 1.40915 1.42583 -3.36635  -0.30
O 0.59538 1.12001 -2.43595  -0.18
H 1.60712 -2.64524 2.88615  0.54
H 2.91546 -4.61569 3.62103  0.42
H 3.37349 -6.48397 2.02965  0.37
H 2.53597 -6.30497 -0.29457  0.30
H 1.54910 -5.25374 -1.98354  0.20
H -0.03110 -4.64447 -3.65803  0.44
H 1.50016 -3.81667 -3.96225  0.40
H -1.28606 -2.64085 -3.98721  0.08
H -0.12267 -2.76684 -5.32123  0.40
H 1.06589 -1.08544 -5.71661  0.07
H 2.53693 0.46547 -6.45224  0.33
H 3.73484 2.63449 -6.31570  0.35
H 3.49824 4.00429 -4.24464  0.40
H 2.08039 3.21674 -2.38267  0.71
Br -0.49891 7.13292 1.53806  -0.24
C 0.03379 5.31822 1.24476  0.38
C 1.35829 4.95547 1.40736  -0.76
C 1.74200 3.64015 1.16937  -0.49
C 0.81330 2.65672 0.75828  -0.30
C -0.52298 3.08290 0.58029  -0.21
C -0.90923 4.38482 0.83307  -1.53
N 1.17507 1.37615 0.44595  0.85
C 2.25184 0.83129 1.00580  -1.41
C 2.94171 -0.26608 0.44700  1.25
C 4.03051 -0.86007 1.14288  -1.26
C 4.76393 -1.85069 0.55087  -0.24
C 4.43167 -2.26792 -0.75445  -1.06
C 3.33711 -1.67434 -1.35589  -0.14
N 2.58619 -0.72013 -0.80072  0.50
H 2.09118 5.69529 1.70487  0.38
H 2.78810 3.36959 1.25227  0.51
H -1.24854 2.35092 0.25805  0.42
H -1.94649 4.67708 0.71357  0.92
H 2.63587 1.20392 1.95896  0.40
H 4.26199 -0.50941 2.14279  0.39
H 5.58381 -2.32084 1.08441  0.39
H 4.98346 -3.04933 -1.26223  0.40
H 3.03386 -1.98672 -2.35324  0.30
C -1.45305 0.03415 0.82154  -2.00
C -2.05132 -0.21861 1.87861  1.64
C -2.76626 -0.56526 3.01813  -0.59
C -3.95249 0.19859 3.37964  0.63
C -4.23192 1.40599 2.70760  -0.40
C -5.36228 2.14979 2.99521  -0.59
C -6.26778 1.72629 3.96577  -0.47
C -6.02271 0.52844 4.62815  -0.72
C -4.89336 -0.22585 4.34097  -0.37
C -2.32997 -1.77711 3.75579  0.15
C -2.28954 -1.83065 5.15375  -0.29
C -1.86002 -2.97406 5.81588  -0.59
C -1.45704 -4.09082 5.09342  -0.53
C -1.47264 -4.04258 3.70385  -0.54
C -1.89623 -2.89797 3.04220  -0.50
H -3.53628 1.73503 1.94436  0.29
H -5.54784 3.06911 2.45157  0.35
H -7.15412 2.31018 4.18796  0.34
H -6.72782 0.17063 5.37008  0.34
H -4.75215 -1.17400 4.83971  0.42
H -2.56534 -0.95249 5.72508  0.54
H -1.83567 -2.99093 6.89978  0.35
H -1.11385 -4.98192 5.60611  0.36
H -1.13919 -4.89751 3.12770  0.40
H -1.88404 -2.85483 1.95775  0.52
I -2.86412 -2.15812 -1.69364  -0.59
S -2.36284 2.13890 -4.25057  -0.40
C -1.88050 3.45337 -3.35645  0.13
N -0.64669 4.00303 -3.32338  -0.15
C -0.50790 5.02157 -2.28354  0.26
C -1.97146 5.32233 -1.92869  -0.41
N -2.65229 4.15883 -2.48518  -0.11
H 0.13837 3.42691 -3.57510  0.09
H 0.00426 5.90247 -2.66674  0.45
H 0.04234 4.64403 -1.41958  -0.39
H -2.31596 6.25255 -2.39005  0.31
H -2.11527 5.39803 -0.85109  0.05
H -3.64579 4.03970 -2.50563  0.20

(2)
Computed, not measured: C46H39N4O4P2S2V as an isolated structure, with wB97M-V/def2-TZVPD.

Values from the calculation:
expectation value of S²	0.761
DFT total energy	-4719.30515	a.u.
total charge	-1
frontier orbital gap (spin up / spin down)	0.220 / 0.209	hartree
multiplicity	2

Each line ends with the Mulliken spin population.
Positions of all 98 atoms, in Å:
V 0.92936 -0.10168 -0.58971  0.95
C 2.19288 1.92296 2.00579  -0.01
P 2.14592 0.07855 1.81636  0.01
C 3.71055 -0.42916 2.62003  0.01
C 4.91545 0.20386 2.32096  0.00
C 6.10786 -0.24700 2.87088  0.00
C 6.11525 -1.34750 3.71710  0.00
C 4.92543 -2.00546 3.99649  0.00
C 3.73375 -1.55592 3.44555  0.00
C 0.81968 -0.27699 3.05317  0.00
C -0.98468 -1.66914 2.09589  0.04
C -2.10361 -1.73358 3.18170  -0.01
C -1.69083 -1.20473 4.54710  0.00
C -0.58173 -0.62726 5.03327  0.00
C 0.69569 -0.32521 4.37420  0.00
C 1.33588 2.60146 0.97895  -0.01
C 1.05968 3.94573 0.88838  0.01
C 0.30196 4.12668 -0.30073  0.00
C 0.16800 2.88330 -0.86816  0.05
C -0.52146 2.46677 -2.12619  -0.02
P 0.40582 0.95677 -2.64412  0.05
C -0.67949 0.21248 -3.92238  0.01
C -0.17674 -0.37274 -5.08376  0.00
C -1.01813 -1.01776 -5.97843  0.00
C -2.37941 -1.10999 -5.71852  0.00
C -2.88629 -0.56987 -4.54606  0.00
C -2.04032 0.07796 -3.65319  0.00
C 1.73114 1.80857 -3.60582  -0.03
C 2.94412 2.05857 -2.96882  0.01
C 3.97004 2.72637 -3.62597  0.00
C 3.80064 3.15066 -4.93587  0.00
C 2.58674 2.93438 -5.57435  0.00
C 1.55951 2.27874 -4.90910  0.00
N 0.80078 1.92003 -0.09713  -0.06
H 3.22723 2.26057 1.92422  0.00
H 1.86048 2.15019 3.01777  0.00
H 4.93255 1.04813 1.64199  0.00
H 7.03497 0.25820 2.62909  0.00
H 7.04552 -1.69660 4.14810  0.00
H 4.92515 -2.87855 4.63846  0.00
H 2.80999 -2.08264 3.65900  0.00
H -0.90435 -0.66412 0.36093  0.02
H -2.35908 -2.79490 3.29581  0.00
H -2.49296 -1.33524 5.27065  0.00
H -0.60898 -0.38251 6.09087  0.00
H 1.56179 -0.12601 4.99679  0.00
H 1.36751 4.70630 1.59333  0.00
H -0.09234 5.05333 -0.69419  0.00
H -0.48917 3.25006 -2.88454  0.00
H -1.56496 2.20121 -1.95085  0.00
H 0.88945 -0.36132 -5.27404  0.00
H -0.60325 -1.46551 -6.87403  0.00
H -3.03705 -1.61512 -6.41599  0.00
H -3.94135 -0.66019 -4.31424  0.00
H -2.44835 0.44986 -2.72188  0.00
H 3.08180 1.72529 -1.95012  0.02
H 4.90922 2.90189 -3.11527  0.00
H 4.60651 3.65619 -5.45552  0.00
H 2.43949 3.27568 -6.59293  0.00
H 0.60835 2.14335 -5.40849  0.00
C 1.73430 -4.06870 -4.61936  0.00
S 2.71220 -2.61890 -4.15006  0.00
C 1.84880 -2.03259 -2.70186  0.01
S 2.77947 -1.25990 -1.44510  -0.03
N 0.57169 -2.18503 -2.65703  0.01
N -0.05500 -1.66871 -1.51348  -0.04
C -1.30739 -2.22204 -1.39895  0.00
C -2.01492 -2.19191 -0.23811  0.04
C -3.28831 -2.84469 -0.01994  0.00
C -4.20415 -2.57146 0.93038  0.01
C -4.24276 -1.41614 1.85482  0.00
C -3.37174 -1.01583 2.77723  0.00
N -1.48803 -1.36973 0.77535  -0.02
H 2.11889 -4.42620 -5.57583  0.00
H 0.68704 -3.78784 -4.71739  0.00
H 1.85036 -4.84757 -3.86755  0.00
H -1.68507 -2.76051 -2.26374  0.00
H -3.51706 -3.64806 -0.71565  0.00
H -5.11275 -3.16773 0.91714  0.00
H -5.13617 -0.80309 1.74070  0.00
H -3.57135 -0.08429 3.29634  0.00
O 0.25920 -2.93334 3.63391  0.00
C 0.01865 -2.87951 2.44889  0.00
O -0.31337 -0.40917 2.29909  -0.01
C 0.72260 -3.90351 1.59624  0.00
C 0.41028 -4.24107 0.29788  0.00
C 1.12213 -5.20374 -0.42548  0.00
C 2.17406 -5.79850 0.21146  0.00
O 3.02743 -6.75010 -0.25833  0.00
C 3.97100 -6.99776 0.78976  0.00
O 3.56818 -6.24372 1.92903  0.00
C 2.49222 -5.48615 1.52217  0.00
C 1.79523 -4.56734 2.24016  0.00
H -0.44457 -3.79257 -0.16742  -0.01
H 0.85206 -5.44172 -1.44457  0.00
H 4.96353 -6.68034 0.46607  0.00
H 3.96673 -8.05986 1.03337  0.00
H 2.04922 -4.33738 3.26448  0.00

Listing ΔE to the lowest compared entry with this formula, charge and spin for the structures above in their given order: 27.4; 141.3 kcal/mol.
Listing strongest force on any atom for the structures above in their given order: 0.0499; 0.0246 Eh/bohr.